(1)
50
Properties=species:S:1:pos:R:3:forces:R:3:mulliken_charge:R:1 method="wB97M-V/def2-TZVPD" orbital_gap_ev=8.57 smiles=c1cc[nH]c1.c1cc[nH]c1.CC#N.CC#N.CC#N.CC#N.CC#N homo_energy_ev=-8.294 relative_energy_kj_mol=0.00 energy_ev=-29499.79419
C 2.183906 3.700927 3.276930 0.08 1.67 -1.09 -0.677
C 1.572612 2.445799 3.299026 0.49 -1.57 0.05 -0.149
C 2.494109 1.536210 2.777370 -0.33 0.99 -0.26 -0.685
N 3.556762 2.277937 2.339404 0.18 -0.39 -0.09 0.072
C 3.384134 3.604393 2.594558 0.05 -0.94 0.71 -0.517
H 1.717999 4.648376 3.511085 0.05 -0.14 0.34 0.430
H 0.585775 2.205853 3.655949 0.05 0.00 0.20 0.416
H 2.528920 0.469330 2.642654 -0.34 -0.03 0.06 0.472
H 4.300872 1.902951 1.778736 0.12 0.01 0.11 0.247
H 4.202692 4.256011 2.343123 -0.32 0.42 0.05 0.384
C 2.893860 3.178045 -2.109404 0.21 0.66 0.22 -0.529
C 3.240117 4.564933 -2.214866 -0.15 -0.27 -0.01 -0.525
C 2.820005 5.174734 -1.062454 0.16 0.43 0.59 -0.516
N 2.300141 4.230487 -0.223258 -0.19 -0.49 -1.30 0.108
C 2.303986 3.025447 -0.887858 -0.49 -0.27 0.83 -0.595
H 3.095389 2.416311 -2.840219 -0.13 -0.09 -0.04 0.419
H 3.723005 5.025309 -3.060201 -0.01 0.12 0.06 0.402
H 2.834035 6.189793 -0.692944 0.24 0.05 -0.39 0.394
H 1.837320 4.400415 0.649080 0.03 -0.01 0.12 0.270
H 1.783635 2.203412 -0.416487 0.28 -0.15 -0.16 0.567
C -2.567960 -5.224504 2.037139 0.17 1.41 -1.86 -0.772
C -1.669699 -4.478251 1.114266 -0.42 -0.66 0.78 0.258
N -1.007871 -3.916362 0.370886 0.50 0.25 -0.34 -0.358
H -2.046870 -5.419006 2.962950 -0.25 -0.34 0.15 0.316
H -2.916457 -6.061937 1.435695 0.14 -0.49 0.59 0.261
H -3.426139 -4.550520 2.109322 0.00 -0.14 0.60 0.283
C -3.717819 -2.273306 -2.297144 -0.29 1.07 0.09 -0.803
C -3.882078 -2.451238 -0.859648 0.28 -0.22 -0.42 0.357
N -3.972915 -2.571781 0.275042 -0.13 -0.10 0.38 -0.453
H -4.702366 -2.116825 -2.740212 0.01 -0.50 -0.13 0.336
H -3.133426 -3.058639 -2.761473 -0.15 -0.19 0.02 0.323
H -3.216633 -1.313866 -2.464651 0.25 -0.16 0.12 0.277
C 1.982692 -4.304727 -1.825620 0.28 0.21 0.51 -0.516
C 1.874209 -3.902999 -3.219879 0.24 -0.22 -0.17 0.321
N 1.829180 -3.615551 -4.330560 -0.09 0.04 0.14 -0.364
H 2.983336 -4.651820 -1.565789 0.06 -0.09 -0.40 0.295
H 1.283415 -5.097532 -1.575532 -0.18 0.13 -0.03 0.236
H 1.825534 -3.439350 -1.181800 -0.35 -0.07 -0.02 0.031
C -4.320805 0.816572 -0.152266 0.06 -0.02 0.99 -0.256
C -5.723042 0.459865 -0.345093 0.66 -0.13 -0.45 0.278
N -6.810961 0.130006 -0.482102 -0.37 -0.01 -0.04 -0.408
H -3.933757 1.596001 -0.799524 -0.32 0.15 -0.04 0.302
H -3.640591 -0.025388 -0.222465 -0.30 -0.22 -0.27 -0.256
H -4.254385 1.102428 0.902322 0.19 0.38 -0.16 0.268
C 0.271900 -0.752559 0.389869 0.27 0.40 -1.29 -0.349
C -0.659383 -0.073012 -0.515631 -0.11 -0.22 0.43 0.406
N -1.368385 0.444259 -1.252951 -0.10 0.08 -0.15 -0.503
H 0.252545 -1.809591 0.130751 -0.15 -0.11 0.43 -0.009
H 0.066556 -0.537784 1.430971 -0.03 -0.10 0.06 0.272
H 1.242898 -0.359258 0.072904 0.15 -0.09 0.50 0.237



(2)
50
Properties=species:S:1:pos:R:3:forces:R:3:mulliken_charge:R:1 method="wB97M-V/def2-TZVPD" orbital_gap_ev="7.34 / 6.10" spin_multiplicity=2 charge=+1 homo_energy_ev="-10.582 / -10.791" relative_energy_kj_mol=0.00 energy_ev=-222347.82170
Au -0.085427 -0.050530 -0.065989 -0.22 0.05 -0.55 0.476
C -0.773332 -3.822487 -2.325903 0.01 0.40 -0.26 -0.973
Se -0.805773 -2.575780 -0.835725 0.18 0.09 0.67 0.163
C 1.004680 -2.987943 -0.202643 -0.11 0.00 -0.10 -1.154
C 2.090652 -2.499898 -1.143327 0.07 0.07 0.08 -0.475
Se 2.503405 -0.590844 -0.972640 -0.05 -0.42 0.46 0.253
C 3.980888 -0.710029 -2.235513 -0.28 0.32 -0.18 -0.992
H -1.766477 -3.813357 -2.764323 -0.01 -0.05 -0.04 0.340
H -0.549321 -4.801936 -1.913296 -0.01 -0.01 0.01 0.316
H -0.039146 -3.526162 -3.068183 -0.02 -0.07 -0.06 0.301
H 1.059261 -4.069076 -0.086646 -0.01 -0.04 -0.01 0.455
H 1.080605 -2.537744 0.786659 0.06 -0.04 0.05 0.450
H 1.824236 -2.672499 -2.184427 0.04 -0.07 -0.02 0.281
H 3.024742 -3.021209 -0.937751 0.00 -0.03 0.03 0.392
H 4.641663 -1.491205 -1.874129 0.05 0.01 -0.02 0.293
H 4.485748 0.250846 -2.230460 0.05 -0.02 -0.05 0.329
H 3.595111 -0.932633 -3.225548 0.10 -0.02 -0.05 0.328
C -4.109191 7.099264 -3.585718 0.01 -0.06 0.03 -1.439
C -3.466766 5.974141 -2.824623 -0.04 0.09 -0.06 0.624
C -2.117289 6.018127 -2.479832 0.05 0.02 0.00 -0.950
C -1.515204 5.011143 -1.750264 -0.03 -0.01 -0.01 0.844
C -0.050385 5.119359 -1.426783 -0.06 -0.03 0.00 -1.496
C -2.306934 3.902145 -1.340825 0.04 -0.04 -0.06 0.057
Se -1.555281 2.612205 -0.234551 0.07 -0.10 -0.02 0.055
C -3.672405 3.816924 -1.726145 0.00 0.00 -0.02 0.873
C -4.566067 2.655681 -1.378851 0.05 0.07 0.00 -1.659
C -4.215162 4.861890 -2.452756 -0.04 -0.06 -0.01 -0.663
H -3.388628 7.872547 -3.845964 -0.01 -0.02 0.00 0.349
H -4.901344 7.555680 -2.988498 0.02 0.00 -0.01 0.338
H -4.572171 6.732758 -4.503584 0.02 0.00 0.01 0.355
H -1.521577 6.866613 -2.796620 -0.01 -0.01 0.02 0.274
H 0.369439 6.021550 -1.868736 -0.02 -0.01 0.01 0.387
H 0.498220 4.258030 -1.808352 0.01 0.00 0.01 0.319
H 0.114631 5.149990 -0.349507 0.00 0.00 0.01 0.295
H -4.001020 1.775428 -1.090214 0.01 -0.02 0.00 0.411
H -5.196064 2.405449 -2.232381 -0.01 0.03 0.01 0.404
H -5.227921 2.918495 -0.550022 0.03 0.00 0.00 0.316
H -5.257823 4.806247 -2.748665 0.02 0.01 0.02 0.448
O -0.226049 0.266870 2.082531 -0.05 0.17 0.08 -0.777
N -0.702564 1.402314 2.589148 0.07 -0.14 -0.06 0.466
C -2.000658 1.482964 2.911770 -0.17 -0.09 0.07 -0.107
C -2.502232 2.620287 3.505339 -0.06 0.04 0.00 -0.671
C -1.658522 3.689139 3.758625 0.02 -0.02 0.02 -0.220
C -0.325178 3.586416 3.393504 0.00 0.08 0.00 -0.686
C 0.130850 2.430612 2.802658 0.19 0.05 0.04 -0.082
H -2.581286 0.601276 2.687898 0.02 0.00 -0.03 0.415
H -3.552028 2.660958 3.757970 0.02 -0.04 0.01 0.437
H -2.029422 4.582655 4.241872 -0.01 0.00 -0.05 0.417
H 0.365644 4.400440 3.558339 0.02 -0.03 0.01 0.445
H 1.151169 2.258687 2.495385 -0.01 0.00 -0.02 0.444